1.
Density functional theory data (the ωB97M-V functional and the def2-TZVPD basis) for 9 unconnected molecules or ions with the total composition C26H48N2O15S3.

Last column: Löwdin charge in e.
Atoms and positions in Å:
C  23.470  23.426  11.944  -0.0732
C  23.040  23.664  13.383  -0.0969
O  23.660  24.937  13.654  0.0463
C  23.757  25.595  12.488  -0.5719
O  24.044  26.748  12.373  0.1207
O  23.509  24.778  11.439  0.0448
H  22.714  22.886  11.381  0.1217
H  24.462  22.983  11.881  0.1288
H  23.423  22.886  14.038  0.1044
H  21.960  23.717  13.524  0.0958
C  24.314  29.813  10.450  -0.1022
C  23.229  28.811  10.135  -0.1305
O  22.988  29.047  8.745  0.0566
C  24.137  29.534  8.204  -0.5702
O  24.348  29.643  7.044  0.1707
O  25.010  29.863  9.188  0.0564
H  25.034  29.438  11.173  0.1214
H  23.972  30.806  10.740  0.1321
H  22.316  28.879  10.721  0.1310
H  23.593  27.794  10.285  0.1060
C  26.454  22.720  15.434  -0.1013
C  27.033  22.608  16.839  -0.0633
O  26.091  23.382  17.628  0.0712
C  24.911  23.394  16.993  -0.5914
O  23.846  23.609  17.480  0.1487
O  25.088  23.103  15.687  0.0112
H  26.320  21.779  14.917  0.0898
H  26.917  23.508  14.853  0.0860
H  28.014  23.056  16.950  0.1263
H  27.030  21.590  17.229  0.1343
C  23.272  20.019  17.094  -0.0798
C  22.622  20.505  15.795  -0.0726
O  23.702  20.412  14.832  0.0471
C  24.754  19.793  15.383  -0.5908
O  25.797  19.616  14.826  0.1297
O  24.514  19.449  16.659  0.0734
H  22.682  19.259  17.596  0.1333
H  23.475  20.848  17.770  0.1241
H  22.321  21.549  15.851  0.1226
H  21.793  19.894  15.442  0.1210
C  20.451  28.725  14.384  -0.0968
C  21.769  28.040  14.737  -0.2432
C  21.587  26.940  15.816  -0.1576
C  20.799  25.828  15.305  -0.2167
N  20.205  24.919  14.937  0.1719
H  20.164  29.466  15.132  0.0763
H  19.656  27.982  14.325  0.0712
H  20.544  29.246  13.432  0.0676
H  22.542  28.731  15.070  0.1056
H  22.137  27.563  13.825  0.0842
H  21.043  27.394  16.645  0.1257
H  22.560  26.581  16.144  0.1147
C  27.656  22.218  11.224  -0.1024
C  27.509  21.012  12.143  -0.2534
C  28.738  20.751  13.011  -0.1812
C  29.179  21.893  13.797  -0.2218
N  29.515  22.794  14.425  0.1733
H  27.581  23.143  11.802  0.0632
H  26.924  22.223  10.419  0.0697
H  28.649  22.251  10.765  0.0805
H  27.297  20.092  11.602  0.1155
H  26.653  21.211  12.791  0.0795
H  29.595  20.393  12.435  0.1252
H  28.480  19.936  13.695  0.1199
C  27.227  26.253  13.895  -0.2416
S  26.092  26.710  15.218  0.7967
O  26.884  26.644  16.465  -0.5289
C  26.036  28.424  14.699  -0.2647
H  26.774  26.404  12.917  0.0518
H  27.440  25.190  14.018  0.0150
H  28.181  26.754  14.053  0.0680
H  27.039  28.854  14.665  0.0614
H  25.446  29.018  15.394  0.0499
H  25.616  28.458  13.693  0.0306
C  16.765  21.005  14.005  -0.2721
S  18.403  21.256  14.681  0.7984
O  18.993  19.897  14.807  -0.5622
C  19.116  22.012  13.218  -0.2877
H  16.805  20.324  13.159  0.0591
H  16.295  21.956  13.746  0.0579
H  16.171  20.583  14.815  0.0495
H  18.849  21.438  12.329  0.0541
H  20.188  22.117  13.346  0.0233
H  18.637  22.987  13.084  0.0503
C  20.104  23.057  9.230  -0.2845
S  20.870  23.635  7.717  0.8066
O  19.872  24.474  7.028  -0.5373
C  22.065  24.693  8.526  -0.2756
H  20.759  22.342  9.736  0.0433
H  19.190  22.551  8.928  0.0507
H  19.890  23.861  9.937  0.0548
H  21.649  25.179  9.410  0.0453
H  22.448  25.480  7.879  0.0606
H  22.896  24.054  8.829  0.0452

Values from the calculation:
Total charge: 0
LUMO energy (eV): 0.1347
E_tot (eV): -93936.8082

2.
Density functional theory data (the ωB97M-V functional and the def2-TZVPD basis) for 7 unconnected molecules or ions with the total composition C26H48N6O10.

Last column: Löwdin charge in e.
Atoms and positions in Å:
C  0.689  -1.297  4.374  0.0301
C  -0.020  -2.382  3.675  -0.3748
O  -0.192  -3.516  3.990  0.1901
N  -0.658  -2.025  2.281  0.0538
H  -1.652  -1.838  2.517  0.1892
H  -0.117  -1.223  1.727  0.1159
C  -0.583  -3.185  1.387  -0.0108
H  1.221  -0.720  3.607  0.0588
H  1.339  -1.595  5.175  0.1060
H  -0.087  -0.604  4.741  0.1120
H  0.436  -3.294  1.008  0.0906
H  -1.172  -2.926  0.499  0.1023
H  -0.926  -4.079  1.897  0.1088
C  3.413  -4.091  1.518  0.0312
C  3.500  -3.374  2.738  -0.4021
O  2.991  -3.516  3.788  0.2008
N  4.433  -2.100  2.631  0.0964
H  4.478  -1.670  3.565  0.1857
H  5.375  -2.379  2.271  0.2022
C  3.889  -1.154  1.620  -0.0155
H  2.789  -3.503  0.805  0.0877
H  2.884  -5.040  1.638  0.1318
H  4.410  -4.243  1.098  0.1308
H  2.891  -0.775  1.879  0.0818
H  3.881  -1.630  0.632  0.0874
H  4.551  -0.274  1.573  0.1160
C  1.861  4.557  2.793  0.0388
C  1.141  4.369  4.056  -0.3888
O  0.930  5.165  4.931  0.1991
N  0.596  2.937  4.299  0.0757
H  0.878  2.327  3.515  0.0619
H  0.924  2.816  5.275  0.2053
C  -0.864  3.116  4.181  -0.0059
H  1.105  4.603  1.998  0.1085
H  2.426  3.644  2.606  0.0943
H  2.493  5.416  2.774  0.1084
H  -1.387  2.213  4.496  0.1010
H  -1.020  3.254  3.090  0.1044
H  -1.260  3.957  4.771  0.1234
C  3.233  0.825  -2.811  0.0278
C  3.392  1.891  -1.908  -0.3702
O  3.815  1.847  -0.741  0.1300
N  2.909  3.266  -2.459  0.0842
H  3.539  3.610  -3.216  0.2131
H  1.952  3.098  -2.802  0.1901
C  2.999  4.249  -1.404  -0.0232
H  3.603  -0.104  -2.407  0.1056
H  3.866  1.113  -3.671  0.1424
H  2.170  0.721  -3.110  0.1320
H  2.493  3.932  -0.513  0.0734
H  2.492  5.126  -1.814  0.1225
H  4.062  4.441  -1.186  0.1349
C  -4.381  -4.297  -5.950  0.0411
N  -4.123  -3.174  -5.091  -0.0771
C  -3.806  -3.436  -3.811  0.0442
C  -3.698  -2.420  -2.904  0.0724
C  -3.783  -1.104  -3.354  -0.1398
C  -4.052  -0.842  -4.670  0.0703
C  -4.274  -1.936  -5.513  0.0489
C  -3.602  0.002  -2.407  -0.1057
C  -4.509  1.075  -2.460  0.0877
C  -4.412  2.041  -1.478  0.0256
N  -3.463  2.014  -0.555  -0.0824
C  -2.596  1.000  -0.453  0.0114
C  -2.660  -0.011  -1.386  0.0579
C  -3.460  3.086  0.455  0.0470
H  -3.782  -5.164  -5.670  0.1236
H  -4.154  -4.040  -6.975  0.1176
H  -5.445  -4.555  -5.880  0.1362
H  -3.767  -4.467  -3.511  0.1594
H  -3.389  -2.560  -1.881  0.1330
H  -4.163  0.159  -5.065  0.1432
H  -4.692  -1.796  -6.483  0.1597
H  -5.224  1.159  -3.279  0.1487
H  -5.038  2.907  -1.474  0.1521
H  -1.862  1.110  0.327  0.1149
H  -1.821  -0.685  -1.377  0.1113
H  -3.782  2.692  1.421  0.1186
H  -4.160  3.880  0.176  0.1175
H  -2.445  3.476  0.482  0.1017
O  2.075  -1.978  -0.768  -0.1426
C  1.467  -2.172  -2.282  -0.6756
O  0.271  -1.896  -2.402  -0.0422
O  2.360  -2.533  -3.060  0.0233
H  1.423  -1.421  -0.329  -0.0138
O  0.573  2.129  0.200  0.0203
C  0.647  1.052  1.243  -0.6170
O  0.140  0.006  0.825  -0.0185
O  1.183  1.304  2.353  -0.0146
H  0.291  1.441  -0.388  0.0464

Values from the calculation:
Total charge: +4
LUMO energy (eV): -10.8872
E_tot (eV): -57118.2114

3.
Density functional theory data (the ωB97M-V functional and the def2-TZVPD basis) for 9 unconnected molecules or ions with the total composition C26H49BN2O32S8.

Last column: Löwdin charge in e.
Atoms and positions in Å:
N  7.656  -4.042  -2.774  -0.0674
C  6.586  -3.070  -3.233  -0.2876
C  7.124  -1.488  -3.303  -0.1857
C  6.315  -0.532  -2.248  -0.2154
C  5.265  0.529  -2.915  -0.2087
C  4.665  0.107  -4.378  -0.1780
B  3.686  -1.214  -4.380  -0.1384
C  2.472  -1.495  -3.311  -0.0563
C  0.852  -1.510  -3.676  -0.0174
C  -0.367  -1.780  -2.634  -0.0845
N  -0.081  -2.012  -1.190  -0.0343
C  1.358  -2.020  -0.804  -0.1229
C  2.712  -1.816  -1.684  0.0034
H  7.650  -4.006  -1.715  0.0774
H  7.304  -5.006  -3.051  0.0756
H  5.642  -3.132  -2.518  0.1011
H  6.238  -3.324  -4.344  0.1197
H  8.248  -1.545  -2.906  0.1140
H  7.192  -1.085  -4.399  0.1018
H  7.140  0.108  -1.668  0.1158
H  5.850  -1.244  -1.432  0.0880
H  5.811  1.579  -3.034  0.1221
H  4.395  0.705  -2.142  0.1151
H  3.983  1.020  -4.736  0.0985
H  5.493  0.002  -5.224  0.1041
H  3.854  -2.003  -5.263  0.0560
H  0.558  -1.300  -4.807  0.0982
H  -1.469  -1.792  -3.026  0.1021
H  1.559  -2.209  0.359  0.1027
H  3.781  -1.887  -1.214  0.0695
C  -1.389  -1.287  2.455  -0.1853
C  -1.142  0.036  1.734  -0.1769
O  -0.704  0.937  2.748  -0.1837
S  0.124  0.103  3.878  0.6767
O  1.535  0.234  3.592  -0.2700
O  -0.448  0.395  5.172  -0.2307
O  -0.350  -1.391  3.427  -0.1901
H  -2.348  -1.275  2.981  0.1029
H  -1.359  -2.141  1.772  0.1340
H  -2.040  0.415  1.241  0.0996
H  -0.337  -0.061  0.998  0.1147
C  4.275  2.655  4.481  -0.1719
C  2.981  3.463  4.496  -0.1726
O  3.245  4.577  5.347  -0.1926
S  4.820  4.980  5.216  0.6797
O  4.929  6.074  4.276  -0.2416
O  5.392  5.022  6.542  -0.2345
O  5.327  3.620  4.475  -0.1921
H  4.373  2.051  5.389  0.1248
H  4.347  2.007  3.604  0.1368
H  2.133  2.885  4.871  0.1295
H  2.745  3.849  3.499  0.1349
C  -5.400  -2.113  5.489  -0.1690
C  -4.457  -2.957  6.342  -0.1720
O  -4.146  -4.094  5.541  -0.1900
S  -4.148  -3.653  3.971  0.6941
O  -2.782  -3.391  3.574  -0.2408
O  -5.021  -4.547  3.246  -0.2257
O  -4.907  -2.222  4.154  -0.1932
H  -6.418  -2.516  5.509  0.1335
H  -5.418  -1.066  5.804  0.1393
H  -4.913  -3.263  7.287  0.1377
H  -3.524  -2.421  6.545  0.1343
C  -0.402  -4.541  -5.905  -0.1789
C  -1.329  -5.729  -6.150  -0.1743
O  -2.644  -5.232  -5.913  -0.1919
S  -2.699  -3.658  -6.337  0.6737
O  -3.246  -3.570  -7.674  -0.2364
O  -3.221  -2.902  -5.222  -0.2436
O  -1.091  -3.406  -6.428  -0.2089
H  -0.243  -4.379  -4.834  0.1239
H  0.564  -4.662  -6.402  0.1379
H  -1.110  -6.571  -5.489  0.1383
H  -1.276  -6.061  -7.192  0.1327
C  3.619  -1.107  5.283  -0.1812
C  3.269  -2.521  5.739  -0.1681
O  4.248  -2.850  6.722  -0.1952
S  4.683  -1.491  7.512  0.6792
O  3.926  -1.422  8.742  -0.2369
O  6.122  -1.376  7.465  -0.2362
O  4.043  -0.422  6.461  -0.2056
H  4.454  -1.117  4.576  0.1373
H  2.765  -0.596  4.831  0.0822
H  3.290  -3.241  4.917  0.1383
H  2.285  -2.548  6.220  0.1353
C  -4.652  3.774  0.194  -0.1646
C  -4.827  3.926  1.702  -0.1815
O  -5.462  2.722  2.127  -0.2553
S  -4.967  1.496  1.172  0.7059
O  -3.896  0.800  1.849  -0.2429
O  -6.134  0.825  0.648  -0.2199
O  -4.314  2.404  -0.015  -0.1831
H  -5.589  3.978  -0.335  0.1220
H  -3.865  4.424  -0.198  0.1385
H  -5.434  4.796  1.965  0.1359
H  -3.857  3.993  2.207  0.1390
C  -9.581  3.942  -0.621  -0.1730
C  -9.931  2.528  -0.166  -0.1677
O  -8.952  2.199  0.817  -0.1860
S  -8.517  3.558  1.607  0.7375
O  -9.274  3.627  2.837  -0.2179
O  -7.078  3.673  1.561  -0.2772
O  -9.157  4.628  0.556  -0.1892
H  -8.746  3.933  -1.329  0.1305
H  -10.435  4.454  -1.074  0.1368
H  -9.910  1.808  -0.988  0.1405
H  -10.915  2.501  0.315  0.1341
C  0.311  4.316  -6.433  -0.1730
C  1.342  3.578  -7.282  -0.1744
O  2.426  3.303  -6.398  -0.1948
S  1.838  3.073  -4.894  0.6715
O  1.708  1.650  -4.673  -0.2474
O  2.544  3.949  -3.989  -0.2255
O  0.349  3.685  -5.154  -0.1911
H  0.586  5.367  -6.303  0.1338
H  -0.695  4.254  -6.858  0.1375
H  1.681  4.171  -8.135  0.1380
H  0.946  2.621  -7.639  0.1335

Values from the calculation:
SMILES: NCCCCCBc1ccncc1.O=S1(=O)OCCO1.O=S1(=O)OCCO1.O=S1(=O)OCCO1.O=S1(=O)OCCO1.O=S1(=O)OCCO1.O=S1(=O)OCCO1.O=S1(=O)OCCO1.O=S1(=O)OCCO1
Total charge: 0
LUMO energy (eV): -0.5963
E_tot (eV): -183596.4130